16
Properties=species:S:1:pos:R:3:forces:R:3 method="wB97M-V/def2-TZVPD" smiles="NCCS.C=N" spin_multiplicity=1
C 1.393926 0.513314 -1.713750 -0.22 0.62 -0.26
H 0.790265 0.790453 -2.629212 0.75 -0.22 0.87
H -3.628042 -2.724118 2.591492 0.70 0.41 -0.55
C -2.959167 -2.157383 1.890588 0.58 0.15 0.11
N -1.705475 -1.941030 2.057547 -1.38 -0.18 -0.29
H 2.386587 0.104774 -2.037809 -1.02 0.27 0.30
H -0.705129 -0.296995 0.782846 -0.11 -0.34 -0.09
N -0.437882 0.188260 -0.065362 1.16 -0.52 0.00
H -3.443582 -1.741095 0.978690 0.32 -0.29 0.67
H -1.238198 0.406124 -0.618786 -0.62 0.16 -0.28
H -1.338374 -2.366453 2.907895 -0.19 -0.02 0.06
S 1.639462 1.999308 -0.627106 -0.79 -0.86 0.13
C 0.592727 -0.527385 -0.882490 -0.10 0.08 -0.23
H 1.315907 -1.011931 -0.193305 -0.75 0.03 -0.39
H 0.366275 1.385956 0.141386 1.11 0.41 -0.97
H 0.101488 -1.237529 -1.600882 0.56 0.30 0.92

65
Properties=species:S:1:pos:R:3:forces:R:3 method="wB97M-V/def2-TZVPD" total_charge=+1 spin_multiplicity=1
H -2.586318 -0.030978 2.003249 -0.01 0.01 0.02
C 0.495990 -2.364949 -0.584134 -0.03 -0.22 0.41
C -1.490344 -1.815488 2.612206 0.10 0.05 0.00
H 2.901041 -4.258872 -0.126951 -0.03 -0.04 -0.08
C 0.925476 -1.468051 1.514064 0.12 0.06 0.68
C 3.294225 -3.615194 0.649171 -0.04 0.01 -0.07
H 4.863918 -1.800188 -0.779737 0.00 -0.01 -0.01
H 3.417937 -1.850456 2.515565 0.00 0.01 -0.02
H -1.265879 -4.238862 -1.769000 0.00 -0.01 0.03
H -0.061832 -1.791592 4.247833 0.01 0.03 0.00
F 3.631680 2.246754 -1.844856 0.01 -0.02 0.00
H 3.584799 -0.336941 1.613054 0.02 -0.03 -0.03
H 0.952011 -2.352861 -4.030630 0.03 0.00 0.01
C -1.803586 -3.302012 2.855260 0.00 -0.07 0.00
C 1.377357 -4.206999 -2.135636 -0.01 0.04 0.06
N -2.546865 0.059076 -1.998828 0.05 0.08 0.13
O 0.832175 1.394796 -1.236010 0.68 0.25 0.86
H 3.597385 -0.628955 -1.136092 0.00 0.01 -0.01
H 2.835727 -3.899087 1.597868 0.00 0.00 0.00
H -3.506006 -1.170209 2.995855 -0.02 0.00 -0.01
H -1.649347 -2.592073 -2.314331 0.01 -0.03 -0.01
S 1.708824 1.987206 -0.170123 -0.11 -0.81 -0.59
O -1.075557 1.552860 0.696901 0.17 0.02 0.72
C -2.772937 -1.087830 2.193587 0.09 -0.01 0.00
O 0.311616 1.519721 2.726619 0.10 -0.05 0.07
H 0.200123 -1.080947 -3.068228 0.00 0.02 -0.03
S -0.147238 2.278607 1.608301 -0.15 -0.16 0.06
C -0.935122 -1.229548 3.909375 -0.02 -0.07 -0.01
H -0.905567 -3.857030 3.134807 0.00 0.01 -0.01
H -0.664442 -0.184079 3.813518 0.03 0.09 -0.04
H 2.438700 -3.986870 -2.102415 0.08 0.03 0.02
H 4.365827 -3.798234 0.730552 0.01 0.02 0.00
O 2.433012 0.967866 0.532995 0.24 0.18 0.02
H 1.415909 -0.976139 2.339313 -0.02 -0.05 -0.05
H -2.516575 -3.390800 3.675041 0.00 0.01 0.00
H -2.241526 -3.779683 1.977037 -0.02 0.01 0.01
F -0.277773 4.278065 3.233760 0.08 0.05 0.04
F -1.452757 4.554418 1.437108 -0.01 -0.03 0.01
C -0.466542 -1.789993 1.487821 -0.93 -0.38 0.54
C 3.082773 -2.103037 0.372355 0.06 -0.04 -0.07
H 1.175992 -4.672750 -3.100439 0.00 0.02 -0.01
C -0.923229 -3.404728 -2.382932 -0.03 0.11 0.03
C -0.716698 -2.375558 0.223854 0.37 -0.40 -0.52
C -1.649680 -0.068406 -1.285573 -0.63 0.03 -0.86
C 3.789335 -1.678384 -0.915989 -0.03 0.05 0.12
H 1.142274 -4.941899 -1.363997 0.01 0.00 0.02
C 0.922805 -1.897199 -3.039534 -0.06 -0.06 0.03
C -1.067366 3.691698 2.361076 -0.23 0.09 -0.40
H -1.696230 -1.313985 4.685971 0.01 0.00 0.00
H -1.660522 -2.773493 -0.103743 -0.09 0.08 0.02
C 3.052035 3.005730 -0.926432 -0.32 0.29 -0.37
Ir -0.182511 -0.392330 -0.093231 0.35 0.79 -0.23
H -0.918965 -3.743922 -3.418075 0.02 0.00 0.00
F -2.125067 3.179194 2.972218 -0.03 -0.03 0.02
H -3.211308 -1.532858 1.296966 -0.01 0.01 0.00
C 1.568014 -1.949694 0.369638 0.15 0.03 -0.36
F 2.580024 4.108150 -1.479629 -0.02 -0.05 0.00
C 0.498872 -2.954166 -2.007998 -0.01 0.13 -0.10
H 3.501562 -2.279462 -1.770418 -0.05 -0.06 -0.10
N 0.958910 3.006697 0.754878 -0.02 -0.04 -0.13
H -3.316135 0.252627 -2.608788 -0.01 0.01 0.01
H 4.818311 -1.583437 1.500739 0.01 -0.01 0.01
C 3.745379 -1.406479 1.573042 0.03 -0.04 0.07
F 3.912233 3.304865 0.023568 0.00 0.02 0.04
H 1.896496 -1.464566 -2.834675 0.10 0.02 0.05

21
Properties=species:S:1:pos:R:3:forces:R:3 method="wB97M-V/def2-TZVPD" spin_multiplicity=1
H 2.209686 -1.127332 1.870811 -0.01 0.07 -0.09
N -1.690636 0.232675 -0.010213 -0.92 -0.42 -0.45
C 2.309465 -0.185187 1.337134 0.02 -1.48 0.15
N 0.428607 -0.075585 0.709063 3.80 1.24 0.76
H -2.286711 1.760595 1.237995 -0.05 0.06 -0.01
H -3.342426 0.430205 -1.818605 0.12 -0.01 0.08
H -0.031137 -1.302749 -0.838290 -0.21 -0.01 -0.21
C 3.197239 -0.305165 0.117109 -0.24 0.09 0.03
H 4.216530 -0.582022 0.399376 -0.04 0.05 0.03
C -2.623900 1.283381 0.319152 -0.04 -0.15 -0.26
H -0.025727 -0.292916 1.598669 0.19 0.26 0.10
H 3.243313 0.639799 -0.426911 0.03 -0.03 -0.05
C -1.758933 -0.399948 -1.116118 -0.33 0.79 0.51
H -2.683669 2.065113 -0.452418 -0.01 0.01 0.04
H -0.768133 -1.613191 -2.391961 -0.01 0.03 0.06
H 2.816001 -1.067649 -0.561398 0.00 0.02 0.01
H 2.689822 0.540571 2.065536 -0.30 0.22 -0.16
O -2.676125 -0.203053 -2.109894 0.09 -0.10 -0.02
N -0.868862 -1.376681 -1.419009 0.24 -0.28 -0.08
H -3.639034 0.904847 0.501547 0.01 0.03 0.01
H 1.284630 0.674292 0.988425 -2.32 -0.40 -0.45

Calculated energy relative to the best compared isomer or geometry (same formula, charge and spin), 38.62 22.07 113.58 kcal/mol (same order as the records).